The following is a quantum chemistry calculation of an isolated molecule of C20H16N4O2, from OMol25.

Geometry as XYZ:
```
42
Properties=species:S:1:pos:R:3:forces:R:3
O 3.9748 -1.4729 0.9607 -0.38 -0.28 -1.49
O -2.5374 2.4751 2.6597 -0.48 0.84 -0.44
N 3.5130 2.4231 0.3241 -1.00 -2.87 1.77
N 4.1392 -0.6783 3.1265 -0.97 0.59 -1.78
N 2.0226 -2.4776 -1.8895 1.35 -0.83 -0.70
N 3.1786 -2.4291 -1.2075 1.38 1.06 2.95
C 2.5133 0.4277 1.7480 1.26 -0.84 -2.00
C 3.6152 -0.6035 1.9495 1.16 -0.75 3.73
C 1.1748 -1.7411 -1.2567 -0.37 1.27 1.95
C -2.9333 -1.6015 -2.5086 0.34 -0.52 0.76
C -2.6026 -1.6451 -1.1346 0.00 0.20 -0.87
C -1.9011 1.9608 1.5601 -0.89 -0.25 -1.81
C 1.7608 -1.1415 -0.0329 0.32 -0.87 -1.55
C -3.5891 3.2379 2.1620 0.10 -0.08 0.44
C 3.0229 -1.6592 -0.0316 -0.42 -0.25 -1.38
C 0.3050 1.4310 -0.5945 -0.81 -0.39 0.03
C -3.6814 3.1424 0.8297 0.25 0.37 -0.51
C -1.2653 -1.7307 -0.7374 0.54 0.39 -0.08
C -0.2166 -1.6879 -1.6948 -2.27 -0.46 -0.88
C -0.6032 -1.7404 -3.0753 0.64 -0.01 0.67
C 3.1145 1.5011 0.9391 0.57 3.20 -1.66
C -1.9348 -1.7165 -3.4830 -0.44 0.37 0.41
C -2.5952 2.3229 0.4105 0.76 -0.56 0.73
C 0.2000 0.7271 0.7479 -1.49 1.31 1.12
C -0.7891 1.0223 1.6904 2.01 -0.54 -0.64
C 1.3225 -0.2450 1.0780 -1.76 -0.56 0.10
H -3.4137 -1.5758 -0.4056 0.39 -0.18 -0.12
H 4.0430 -2.9527 -1.3898 -1.13 0.22 -0.41
H -2.3663 1.9397 -0.5753 -0.05 0.27 0.13
H 1.2684 1.3122 -1.0812 0.14 -0.14 0.17
H 0.1704 -1.8416 -3.8333 0.01 0.17 0.21
H -1.0091 -1.8048 0.3357 -0.22 0.12 -0.73
H -3.9822 -1.5964 -2.7933 0.16 0.18 0.00
H 0.9370 -0.9281 1.8378 -0.13 0.11 0.35
H 4.8427 -1.3945 3.3044 -0.14 -0.05 -0.62
H 2.1998 0.7753 2.6928 0.01 0.58 1.07
H -0.7121 0.5423 2.6792 -0.04 0.08 -0.48
H -4.2182 3.8993 2.7544 0.64 -0.64 0.62
H -0.4541 1.0140 -1.2873 0.35 0.26 0.24
H 0.1160 2.4976 -0.4823 -0.12 0.06 0.00
H -2.2485 -1.7280 -4.5442 0.55 -0.08 0.72
H -4.3810 3.7401 0.2484 0.19 -0.48 0.01
```
Forces are in eV/Å.

Results
- Total energy: -1141.147499 a.u.
- Orbital gap: 8.6 eV
- Highest occupied orbital energy: -0.2991 Ha
- LUMO: 0.018 Ha
- Spin multiplicity: 1
- Charge: 0